Run a
{"formula": "C2H10O4", "method": "ωB97M-V/def2-TZVPD", "lumo_ev": 0.5, "elements": ["C", "C", "O", "H", "H", "H", "H", "O", "H", "H", "O", "H", "H", "O", "H", "H"], "coordinates": [[-0.363, 1.822, -0.096], [-1.421, 1.223, 0.429], [-1.886, -0.031, 0.030], [-0.075, 2.761, 0.359], [0.288, 1.332, -0.805], [-1.851, 1.518, 1.382], [-2.575, 0.105, -0.634], [1.315, -2.346, 1.519], [1.838, -1.542, 1.358], [0.473, -2.034, 1.861], [-0.614, -0.353, -2.598], [-0.846, -0.341, -1.660], [-0.054, -1.120, -2.736], [2.325, 0.155, 0.674], [3.126, 0.590, 0.978], [1.660, 0.841, 0.563]]}


Run b
{"formula": "C2H10O4", "method": "ωB97M-V/def2-TZVPD", "lumo_ev": 0.5, "elements": ["C", "C", "O", "H", "H", "H", "H", "O", "H", "H", "O", "H", "H", "O", "H", "H"], "coordinates": [[-1.929, -0.274, 0.947], [-0.463, 0.390, 1.019], [0.035, 0.640, 2.125], [-2.040, -0.929, 1.739], [-2.322, -0.603, 0.005], [-2.520, 0.652, 1.240], [0.120, 0.045, 0.122], [-3.687, -0.513, -2.232], [-3.523, -0.090, -3.027], [-3.772, -1.485, -2.546], [2.557, 0.365, -1.513], [2.105, 0.686, -0.724], [3.415, 0.767, -1.459], [3.893, -0.161, 1.704], [4.258, -0.322, 0.756], [3.872, 0.833, 1.842]]}


Top of the stability list: run a, leading by 0.702 eV.


Run a
{"formula": "C12H24N2O", "method": "ωB97M-V/def2-TZVPD", "lumo_ev": 0.9, "elements": ["O", "N", "N", "C", "C", "C", "C", "C", "C", "C", "C", "C", "C", "C", "C", "H", "H", "H", "H", "H", "H", "H", "H", "H", "H", "H", "H", "H", "H", "H", "H", "H", "H", "H", "H", "H", "H", "H", "H"], "coordinates": [[-4.415, -0.418, -0.340], [-3.541, -1.274, -0.092], [-2.427, -0.782, 0.353], [-2.359, 0.635, 0.773], [-2.141, 1.614, -0.445], [-0.817, 1.447, -1.166], [0.259, 2.421, -0.686], [0.725, 2.238, 0.777], [1.346, 0.872, 1.206], [2.563, 0.415, 0.391], [2.279, -0.485, -0.812], [2.181, -2.023, -0.586], [0.995, -2.560, 0.171], [-0.409, -2.099, -0.393], [-1.413, -1.770, 0.726], [-3.358, 0.885, 1.230], [-1.584, 0.754, 1.509], [-2.215, 2.616, -0.144], [-2.895, 1.448, -1.207], [-0.507, 0.417, -1.151], [-1.017, 1.685, -2.215], [-0.107, 3.475, -0.909], [1.073, 2.256, -1.347], [1.386, 3.057, 1.069], [-0.139, 2.425, 1.413], [1.610, 0.973, 2.287], [0.559, 0.063, 1.143], [3.071, 1.324, 0.018], [3.265, -0.078, 1.059], [1.391, -0.158, -1.386], [3.113, -0.415, -1.532], [3.108, -2.486, -0.144], [2.106, -2.552, -1.574], [1.051, -3.669, 0.227], [1.110, -2.142, 1.144], [-0.824, -2.849, -1.023], [-0.157, -1.204, -0.958], [-0.889, -1.375, 1.599], [-1.976, -2.680, 1.018]]}


Run b
{"formula": "C12H24N2O", "method": "ωB97M-V/def2-TZVPD", "lumo_ev": 0.9, "elements": ["O", "N", "N", "C", "C", "C", "C", "C", "C", "C", "C", "C", "C", "C", "C", "H", "H", "H", "H", "H", "H", "H", "H", "H", "H", "H", "H", "H", "H", "H", "H", "H", "H", "H", "H", "H", "H", "H", "H"], "coordinates": [[-4.417, -0.195, -0.514], [-3.621, -1.143, -0.290], [-2.509, -0.796, 0.323], [-2.257, 0.612, 0.801], [-2.159, 1.691, -0.279], [-0.811, 1.659, -1.126], [0.321, 2.440, -0.551], [0.899, 2.075, 0.795], [1.474, 0.677, 1.059], [2.708, 0.286, 0.254], [2.353, -0.599, -0.950], [2.033, -2.073, -0.733], [0.874, -2.462, 0.238], [-0.536, -1.993, -0.262], [-1.661, -1.924, 0.712], [-3.123, 0.851, 1.534], [-1.269, 0.531, 1.336], [-2.274, 2.702, 0.231], [-3.026, 1.601, -1.000], [-0.617, 0.540, -1.192], [-1.003, 2.035, -2.182], [-0.057, 3.460, -0.467], [1.129, 2.469, -1.308], [1.624, 2.824, 1.102], [0.128, 2.265, 1.535], [1.761, 0.594, 2.179], [0.645, 0.012, 0.877], [3.271, 1.265, 0.000], [3.418, -0.221, 0.920], [1.696, 0.033, -1.612], [3.237, -0.540, -1.595], [2.951, -2.475, -0.212], [1.997, -2.538, -1.755], [0.846, -3.518, 0.346], [0.985, -2.084, 1.288], [-0.919, -2.578, -1.142], [-0.424, -0.975, -0.724], [-1.317, -1.674, 1.702], [-2.347, -2.836, 0.663]]}


Top of the stability list: run a, leading by 0.623 eV.


Run a
{"formula": "CH3ClF2Si", "method": "ωB97M-V/def2-TZVPD", "lumo_ev": [-1.2, -1.7], "elements": ["C", "F", "F", "Si", "Cl", "H", "H", "H"], "coordinates": [[-1.623, 0.208, -0.009], [-1.915, 0.999, 1.107], [-2.069, 0.907, -1.097], [1.792, -0.154, -0.026], [-2.523, -1.377, 0.051], [2.689, 0.875, -0.410], [2.336, -1.215, -0.856], [1.312, -0.244, 1.239]]}


Run b
{"formula": "CH3ClF2Si", "method": "ωB97M-V/def2-TZVPD", "lumo_ev": 0.2, "elements": ["C", "F", "F", "Si", "Cl", "H", "H", "H"], "coordinates": [[-3.151, 1.176, -0.615], [-2.568, 2.269, -1.030], [-2.671, 0.240, -1.378], [1.799, -0.795, 0.568], [0.218, 0.180, 1.175], [2.069, -0.483, -0.838], [1.416, -2.219, 0.574], [2.889, -0.368, 1.545]]}


Top of the stability list: run b, leading by 2.984 eV.


Run a
{"formula": "CH3N3O3", "method": "ωB97M-V/def2-TZVPD", "lumo_ev": 0.3, "elements": ["H", "N", "N", "O", "O", "H", "N", "C", "O", "H"], "coordinates": [[0.292, -0.421, 0.252], [1.007, 0.017, 0.873], [2.166, 0.053, 0.463], [2.791, -0.371, -0.467], [2.895, 0.713, 1.423], [2.164, 0.946, 2.155], [-3.250, 0.299, -1.377], [-2.443, -0.483, -0.958], [-1.464, -0.881, -0.478], [-4.158, 0.128, -1.887]]}


Run b
{"formula": "CH3N3O3", "method": "ωB97M-V/def2-TZVPD", "lumo_ev": 0.3, "elements": ["O", "C", "N", "N", "N", "O", "H", "O", "H", "H"], "coordinates": [[1.930, -1.425, -0.060], [1.185, -0.333, -0.026], [1.491, 0.886, -0.377], [0.361, 1.541, -0.085], [-0.496, 0.876, 0.408], [-0.040, -0.439, 0.459], [2.787, -1.171, -0.419], [-3.458, -0.380, -0.224], [-4.142, -1.035, -0.391], [-2.700, -0.961, -0.060]]}


Top of the stability list: run b, leading by 1.728 eV.


Run a
{"formula": "CH3N3O3", "method": "ωB97M-V/def2-TZVPD", "lumo_ev": 0.2, "elements": ["N", "N", "C", "O", "N", "O", "O", "H", "H", "H"], "coordinates": [[0.359, -1.355, 0.186], [0.032, -0.057, 0.010], [0.782, 1.182, 0.020], [1.952, 1.141, -0.042], [-1.381, 0.050, -0.057], [-1.824, 1.167, -0.074], [-1.942, -0.997, -0.087], [0.419, -1.994, -0.575], [1.309, -1.301, 0.582], [0.294, 2.163, 0.036]]}


Run b
{"formula": "CH3N3O3", "method": "ωB97M-V/def2-TZVPD", "lumo_ev": 0.6, "elements": ["N", "N", "O", "N", "O", "C", "O", "H", "H", "H"], "coordinates": [[-1.288, -1.447, 1.529], [-1.488, -1.299, 0.445], [-1.970, -1.339, -0.597], [-0.342, 0.836, 0.092], [0.547, -0.111, -0.395], [1.844, 0.365, -0.351], [2.773, -0.223, -0.843], [-0.700, 1.413, -0.646], [-1.157, 0.501, 0.627], [1.780, 1.303, 0.139]]}


Top of the stability list: run b, leading by 0.375 eV.


Run a
{"formula": "C6H10N2O2S2", "method": "ωB97M-V/def2-TZVPD", "lumo_ev": 0.4, "elements": ["C", "C", "C", "C", "C", "C", "N", "N", "O", "O", "S", "S", "H", "H", "H", "H", "H", "H", "H", "H", "H", "H"], "coordinates": [[-2.113, -1.639, 1.197], [-1.942, -2.084, 2.418], [-1.555, 0.397, 2.265], [1.368, -0.760, 0.220], [0.696, 1.633, 0.696], [0.728, 0.589, -0.055], [-1.947, -0.242, 1.143], [0.891, 0.696, -2.732], [-0.885, -0.804, -1.637], [-1.226, 1.615, -1.587], [-1.494, -0.775, 3.495], [-0.311, 0.516, -1.520], [-2.024, -2.208, 0.268], [-1.963, -2.930, 3.077], [2.559, -0.556, 0.407], [0.929, -1.209, 1.071], [1.262, -1.378, -0.615], [0.015, 2.410, 0.618], [-2.059, 0.130, 0.201], [1.273, 1.863, 1.559], [1.553, 1.405, -2.507], [0.366, 0.807, -3.701]]}


Run b
{"formula": "C6H10N2O2S2", "method": "ωB97M-V/def2-TZVPD", "lumo_ev": 0.5, "elements": ["N", "S", "O", "O", "C", "C", "C", "C", "N", "C", "C", "S", "H", "H", "H", "H", "H", "H", "H", "H", "H", "H"], "coordinates": [[-1.552, 0.484, 2.684], [-0.562, 1.372, 1.526], [0.641, 1.422, 2.267], [-1.361, 2.532, 1.197], [-0.391, 0.302, 0.070], [0.168, 1.203, -1.036], [1.557, 1.689, -0.850], [1.336, 0.804, -1.967], [0.428, -0.733, 0.528], [-0.086, -1.898, 0.508], [-1.418, -2.099, -0.064], [-1.934, -0.397, -0.658], [-0.945, 0.681, 3.445], [-2.506, 0.788, 2.825], [-0.696, 1.916, -1.286], [1.874, 1.327, 0.191], [1.738, 2.707, -0.972], [1.290, 1.291, -2.931], [1.725, -0.250, -1.859], [0.509, -2.780, 0.668], [-1.323, -2.883, -0.903], [-2.097, -2.541, 0.581]]}


Top of the stability list: run b, leading by 0.996 eV.